{"formula": "C36H27BaN2OP", "method": "ωB97M-V with the def2-TZVPD basis set", "elements": ["Ba", "P", "O", "N", "N", "C", "C", "C", "C", "C", "C", "C", "C", "C", "C", "C", "C", "C", "C", "C", "C", "C", "C", "C", "C", "C", "C", "C", "C", "C", "C", "C", "C", "C", "C", "C", "C", "C", "C", "C", "C", "H", "H", "H", "H", "H", "H", "H", "H", "H", "H", "H", "H", "H", "H", "H", "H", "H", "H", "H", "H", "H", "H", "H", "H", "H", "H", "H"], "positions_angstrom": [[-0.661497, 0.530674, -0.258763], [2.282903, 0.267074, -0.764463], [-0.447997, -0.706326, -2.046063], [-2.413397, -1.579026, 0.802837], [-1.442397, -0.014826, 2.869837], [-3.511697, -3.557626, 0.029437], [1.212403, -4.100026, 0.221337], [-2.374797, -2.099526, 2.048837], [6.659403, 0.583674, 0.615237], [-3.998897, 4.409574, 0.069737], [4.538503, 1.588574, 0.132537], [-2.724297, -3.939826, 3.632037], [-1.674097, -1.906526, 4.354137], [-6.054197, 5.584574, 0.508437], [3.732003, 0.567374, -3.173263], [-5.483597, 6.768474, 0.069337], [-4.169597, 6.772574, -0.372563], [1.590903, -3.773726, -1.070863], [3.795203, 0.710574, -4.545663], [1.191903, -3.122326, 1.204237], [4.015303, 0.337074, -0.179863], [1.942603, -2.473626, -1.388963], [5.858903, 1.710874, 0.524537], [-2.855297, -3.406226, 2.335737], [-3.430997, 5.606274, -0.374763], [-2.496097, 2.243174, 0.083237], [-5.322697, 4.411974, 0.510037], [0.117403, 0.285674, -2.536063], [1.546003, -1.824526, 0.886937], [-3.209197, 3.225374, 0.068437], [-1.831297, -1.322426, 3.113437], [-2.947697, -2.286326, -0.161063], [1.323503, 0.256274, -3.314563], [2.625203, 0.661974, -5.299363], [1.405103, 0.453574, -4.699263], [2.515203, 0.322374, -2.549663], [-2.109897, -3.209826, 4.612637], [4.823703, -0.790426, -0.088463], [1.919603, -1.487326, -0.411363], [-3.459497, -4.117626, 1.277537], [6.142403, -0.663626, 0.305837], [-3.721697, 7.694274, -0.716563], [0.932403, -5.114726, 0.465837], [-6.059897, 7.683174, 0.068837], [0.902703, -3.371626, 2.215837], [-1.217097, -1.328626, 5.144537], [2.679803, 0.803074, -6.368963], [-3.970997, -4.071526, -0.801963], [4.752503, 0.861174, -5.024663], [1.608803, -4.537126, -1.835363], [6.270103, 2.684174, 0.750737], [-3.115997, -4.926026, 3.827237], [-5.767997, 3.487174, 0.849437], [0.496303, 0.430374, -5.282263], [7.690203, 0.674674, 0.923437], [-2.406897, 5.600874, -0.721163], [3.908603, 2.467674, 0.049037], [4.422003, -1.762326, -0.342663], [-2.932997, -1.832726, -1.143863], [-1.297597, 0.518774, 3.717337], [-1.975697, -3.626926, 5.599637], [2.228003, -2.221226, -2.401163], [4.633203, 0.630874, -2.579163], [-2.058897, 0.464674, 2.223837], [-7.078897, 5.579474, 0.852237], [-3.864697, -5.100326, 1.471837], [6.770103, -1.541826, 0.355937], [1.555603, -1.061426, 1.660737]], "atomic_forces_ev_per_a": [[-1.3867, 1.6066, 5.0849], [1.5984, -0.1055, 0.2321], [0.3063, -2.7322, -3.6036], [0.0518, 0.2238, -0.1648], [0.1900, 0.2281, -0.1912], [-0.0828, -0.2656, 0.2499], [-0.0558, -0.0254, 0.0696], [-0.1350, -0.6037, 0.4040], [0.0873, 0.0066, 0.0134], [0.0364, 0.1658, -0.0796], [-0.1051, -0.0333, -0.0478], [0.0673, -0.0617, 0.2275], [0.0856, 0.3539, -0.3288], [-0.1186, 0.0737, 0.0243], [-0.0559, -0.3279, 0.0628], [-0.0455, 0.0723, -0.0014], [-0.0163, 0.1518, -0.0285], [0.0310, -0.0961, -0.0343], [-0.0567, 0.0490, -0.2392], [-0.0351, -0.1593, 0.1154], [-0.2568, 0.1710, 0.0922], [0.0101, -0.0447, 0.0068], [0.1500, 0.0851, 0.0170], [0.0672, 0.4047, -0.1196], [-0.0539, 0.0200, 0.0078], [-0.3983, -0.1315, 0.3109], [0.0231, -0.0355, -0.0070], [0.1821, 0.6970, -0.5160], [0.0646, 0.2332, 0.0144], [-0.4927, 0.5752, 0.0952], [0.0024, -0.3599, 0.3678], [0.0486, 0.1657, 0.0202], [1.0491, 0.0248, -1.1800], [0.4676, 0.0395, -0.0821], [-0.3331, -0.3302, 0.4535], [-0.4534, 0.0952, -0.4201], [-0.1643, -0.2919, -0.2274], [-0.0855, 0.0339, -0.0654], [-0.0702, -0.0785, -0.1348], [0.0767, 0.1999, -0.2994], [0.0981, -0.0836, 0.0023], [0.0401, 0.0602, -0.0314], [-0.0233, -0.0625, 0.0058], [-0.0296, 0.0403, 0.0054], [-0.0355, -0.0116, 0.0619], [0.0064, 0.0789, 0.1128], [-0.0230, -0.0146, -0.1009], [0.0142, -0.0283, -0.0346], [-0.0042, 0.0952, -0.0474], [0.0023, -0.0443, -0.0604], [0.0053, 0.0631, 0.0441], [0.0117, -0.1442, 0.0573], [0.0120, -0.0388, 0.0122], [-0.0570, 0.0507, -0.1063], [0.0924, 0.0325, 0.0238], [0.0243, -0.0075, 0.0019], [0.0191, -0.0080, 0.0390], [0.0326, -0.0232, 0.0275], [-0.0487, -0.0299, -0.1283], [-0.0482, 0.0300, -0.1922], [-0.0229, -0.0190, 0.0763], [-0.0288, 0.0007, -0.0341], [0.0432, -0.0093, -0.0080], [-0.1361, 0.2370, 0.0677], [-0.0770, -0.0188, 0.0253], [-0.0443, -0.0950, -0.0169], [0.0572, -0.0444, 0.0522], [-0.0740, 0.0008, 0.0466]], "mulliken_charge": [1.984, 0.173, -0.469, -0.147, -0.335, -0.818, -0.617, -0.021, -0.444, 0.637, -0.244, -0.895, -0.677, -0.392, -0.589, -0.406, -0.428, -0.830, -0.718, -0.652, -0.312, -0.159, -0.625, 1.069, -0.470, 0.863, -0.537, 0.093, -0.149, -2.339, 0.559, -0.303, 0.366, -0.579, -0.885, 0.400, -0.708, 0.047, 0.372, -0.684, -0.759, 0.361, 0.411, 0.372, 0.439, 0.343, 0.377, 0.412, 0.416, 0.434, 0.407, 0.395, 0.413, 0.488, 0.394, 0.400, 0.395, 0.408, 0.493, 0.247, 0.406, 0.431, 0.330, 0.218, 0.362, 0.425, 0.410, 0.441], "spin_multiplicity": 1, "homo_energy_ev": -7.1}